(1)
DFT (wB97M-V/def2-TZVPD) results for the molecule C5H5NO.

Charge: 0
Energy above the lowest of the compared OMol25 structures with the same formula, charge and spin (kcal/mol): 104.0
Gap between HOMO and LUMO (eV): 9.70

Geometry (Å):
O -0.028 0.607 -1.977
C -0.143 -0.375 -1.031
C -1.598 -0.214 0.981
C 0.720 0.277 1.408
C -1.272 -0.447 -0.223
N -0.299 0.332 2.028
H 0.296 -1.300 -1.401
C 1.442 0.032 0.271
H -2.451 -0.277 1.636
H 2.066 -0.860 0.273
H -0.605 1.339 -1.715
H 1.872 0.885 -0.250

(2)
DFT (wB97M-V/def2-TZVPD) results for the molecule C5H5NO.

Charge: 0
Energy above the lowest of the compared OMol25 structures with the same formula, charge and spin (kcal/mol): 94.6
Gap between HOMO and LUMO (eV): 9.83

Geometry (Å):
C 0.206 -0.783 -1.026
C 0.247 0.661 -0.780
H 0.129 1.411 -1.553
H -1.316 1.407 0.754
C -0.369 -1.549 0.011
O -1.221 -0.658 0.709
H 1.558 0.160 0.928
H -0.031 -2.393 0.596
C -0.634 0.608 0.492
H 1.104 1.925 0.819
N -0.515 -1.688 -1.534
C 0.841 0.899 0.584

(3)
DFT (wB97M-V/def2-TZVPD) results for the molecule C5H5NO.

Charge: 0
Energy above the lowest of the compared OMol25 structures with the same formula, charge and spin (kcal/mol): 61.6
Gap between HOMO and LUMO (eV): 10.81

Geometry (Å):
C -0.342 0.464 0.643
C -1.295 -0.696 0.692
O -1.360 -1.700 1.336
H 1.314 1.874 0.587
H 1.930 0.170 0.699
H -0.934 1.380 0.681
N 1.025 -2.025 -1.526
H -0.390 0.826 -1.458
C 1.097 0.819 0.443
H -1.975 -0.471 -0.176
C 0.266 0.343 -0.746
C 0.664 -0.983 -1.176

(4)
DFT (wB97M-V/def2-TZVPD) results for the molecule C5H5NO.

Charge: 0
Energy above the lowest of the compared OMol25 structures with the same formula, charge and spin (kcal/mol): 103.1
Gap between HOMO and LUMO (eV): 10.07

Geometry (Å):
C -1.065 -0.867 0.182
H 1.496 2.668 -0.442
H -1.676 1.247 0.626
C 0.627 2.067 -0.330
H 0.462 -0.940 -1.427
H -1.038 -1.272 1.204
N 2.438 -1.237 1.032
C 0.275 0.908 -0.381
H -1.693 -1.495 -0.459
C 1.498 -0.996 0.402
O -1.653 0.500 -0.010
C 0.329 -0.585 -0.395

(5)
DFT (wB97M-V/def2-TZVPD) results for the molecule C5H5NO.

Charge: 0
Energy above the lowest of the compared OMol25 structures with the same formula, charge and spin (kcal/mol): 65.3
Gap between HOMO and LUMO (eV): 9.72

Geometry (Å):
C 1.804 0.258 0.685
C -1.370 -0.275 -0.169
H 2.729 -0.005 1.172
O -0.073 0.431 -2.032
H 1.344 1.209 0.952
C -1.287 -0.550 1.273
C -0.017 -0.143 -0.815
H -1.866 0.697 -0.301
H 0.846 0.581 -2.309
N -1.260 -0.729 2.415
H -1.974 -1.040 -0.664
C 1.124 -0.435 -0.206

(6)
DFT (wB97M-V/def2-TZVPD) results for the molecule C5H5NO.

Charge: 0
Energy above the lowest of the compared OMol25 structures with the same formula, charge and spin (kcal/mol): 92.8
Gap between HOMO and LUMO (eV): 9.32

Geometry (Å):
C -1.357 -1.319 -0.068
H -1.870 0.677 0.340
C -0.968 0.068 0.255
H 1.301 -1.141 -0.029
H 0.011 0.957 -1.624
C 1.033 0.478 1.364
O -0.261 0.190 1.538
C 0.137 0.720 -0.574
N -1.668 -2.407 -0.313
H 0.276 1.671 -0.020
H 2.294 0.290 -0.487
C 1.349 -0.034 -0.044

(7)
DFT (wB97M-V/def2-TZVPD) results for the molecule C5H5NO.

Charge: 0
Energy above the lowest of the compared OMol25 structures with the same formula, charge and spin (kcal/mol): 91.2
Gap between HOMO and LUMO (eV): 8.91

Geometry (Å):
C 0.184 0.242 -0.003
C 1.547 0.381 0.115
C -1.992 0.105 -0.046
H -1.237 2.068 -0.495
O 2.443 -0.532 -0.116
H 0.242 -2.122 -0.074
H 3.370 -0.352 0.024
C -0.339 -1.144 -0.180
C -1.116 1.037 -0.058
N -1.674 -1.251 0.198
H -3.123 0.073 -0.101
H 1.693 1.495 0.737

(8)
DFT (wB97M-V/def2-TZVPD) results for the molecule C5H5NO.

Charge: 0
Energy above the lowest of the compared OMol25 structures with the same formula, charge and spin (kcal/mol): 56.3
Gap between HOMO and LUMO (eV): 11.70

Geometry (Å):
H 0.881 1.820 -0.147
N -1.019 -1.857 -1.843
H -0.653 1.572 -1.025
C -1.095 -0.070 2.151
C -0.492 -1.142 -1.102
O 1.546 -0.680 0.026
H 1.507 -1.504 0.530
C -0.520 -0.141 1.097
C 0.339 1.161 -0.828
C 0.228 -0.219 -0.176
H 0.893 1.073 -1.766
H -1.613 -0.011 3.084

(9)
DFT (wB97M-V/def2-TZVPD) results for the molecule C5H5NO.

Charge: 0
Energy above the lowest of the compared OMol25 structures with the same formula, charge and spin (kcal/mol): 141.6
Gap between HOMO and LUMO (eV): 9.76

Geometry (Å):
H 0.266 1.436 -0.875
H 0.844 -0.645 1.329
C -1.290 0.454 0.173
H 2.179 -0.880 -0.571
H -2.853 -0.434 0.155
N -2.411 0.376 0.647
O 2.355 -0.106 -0.013
C -1.274 -1.412 -1.485
C -0.439 -0.575 -1.077
C 1.177 0.186 0.688
C 0.059 0.545 -0.290
H 1.387 1.054 1.318

(10)
DFT (wB97M-V/def2-TZVPD) results for the molecule C5H5NO.

Charge: 0
Energy above the lowest of the compared OMol25 structures with the same formula, charge and spin (kcal/mol): 107.6
Gap between HOMO and LUMO (eV): 9.60

Geometry (Å):
C -0.407 0.292 0.794
N 0.426 -0.586 1.049
C 0.905 0.013 -1.120
H 0.744 -0.334 2.070
H -0.835 0.942 1.609
C -0.587 -0.451 -1.344
H -0.966 -0.868 -2.298
O 1.994 -0.145 -1.807
C -1.366 -0.185 -0.307
H 1.557 1.235 0.969
C 1.010 0.551 0.371
H -2.476 -0.463 0.015

(11)
DFT (wB97M-V/def2-TZVPD) results for the molecule C5H5NO.

Charge: 0
Energy above the lowest of the compared OMol25 structures with the same formula, charge and spin (kcal/mol): 159.0
Gap between HOMO and LUMO (eV): 8.71

Geometry (Å):
C 1.803 0.935 0.021
N -1.233 0.178 -1.203
H 1.307 -0.808 1.062
H -2.296 -2.330 2.520
C 0.871 -0.089 0.258
C -1.153 -1.200 0.627
H -0.943 1.519 -2.743
C -1.710 -1.786 1.648
H 2.924 0.591 0.236
C -0.494 -0.182 -0.164
H 1.453 1.744 -0.590
O -0.529 1.429 -1.672

(12)
DFT (wB97M-V/def2-TZVPD) results for the molecule C5H5NO.

Charge: 0
Energy above the lowest of the compared OMol25 structures with the same formula, charge and spin (kcal/mol): 104.3
Gap between HOMO and LUMO (eV): 8.22

Geometry (Å):
H 2.695 -0.155 0.381
C 0.925 0.188 -0.284
N -1.070 0.764 -1.367
C 0.215 0.780 -1.388
C 0.268 -0.290 0.770
O 2.292 0.315 -0.358
H -0.244 -2.141 1.601
H -0.605 -0.663 2.630
H 0.749 1.330 -2.146
C -0.216 -1.060 1.700
H -2.931 0.146 -0.856
C -2.077 0.787 -0.685

Q: Which of these has the highest energy above the lowest of the compared OMol25 structures with the same formula, charge and spin?
A: number 11